No. 1
# C45H55N7S2TeTl

A molecular structure, C45H55N7S2TeTl (ωB97M-V/def2-TZVPD, the OMol25 dataset).

Element x y z (Å)
Tl -0.80330 1.05551 0.79560
C 1.08434 5.36050 -3.35137
C 0.00435 4.61672 -2.55032
C 0.42509 3.19781 -2.24035
C 0.29130 2.18447 -3.10872
C -0.39620 2.37603 -4.43659
C -1.92193 2.18270 -4.33964
C 1.61579 0.72228 -1.51877
C 2.22817 -0.39566 -1.09781
C 2.35996 -0.73584 0.32791
C 3.34420 -1.54491 1.04542
C 4.74369 -1.88501 0.60825
C 4.91916 -2.11752 -0.89294
C 2.77909 -1.83391 2.25613
C 1.43698 -1.27001 2.21392
C 0.35009 -1.74455 2.92375
C -0.97598 -1.83851 2.40281
N -1.25265 -1.34995 1.18633
C -2.38147 -1.92442 0.75528
C -2.72818 -1.86086 -0.61838
C -2.01224 -1.25830 -1.63437
N -1.03192 -0.28565 -1.47032
C -0.40805 -0.18129 -2.61313
C 0.77328 0.77829 -2.78803
C 1.14182 2.92429 -0.98186
N 1.66943 1.81893 -0.65812
C -0.94903 -1.07764 -3.61206
C -1.99866 -1.71782 -3.00660
C -2.93534 -2.71451 -3.61927
C -4.28034 -2.07350 -3.98627
C -0.42120 -1.32551 -4.99510
C 0.58011 -2.48653 -5.02705
C -2.92834 -2.77637 1.78486
C -2.04318 -2.71356 2.83538
C -2.12052 -3.40672 4.16178
C -1.33685 -4.72608 4.20199
C -4.18089 -3.59039 1.66643
C -3.92965 -4.98398 1.07747
N 1.28872 -0.53297 1.06332
C 3.35371 -2.62143 3.39116
C 3.71883 -1.72399 4.58065
H 0.88731 6.43398 -3.37884
H 1.13556 5.00250 -4.38066
H 2.07067 5.20063 -2.90936
H -0.93666 4.61839 -3.09909
H -0.18402 5.13494 -1.61381
H 0.01155 1.66455 -5.15739
H -0.19250 3.37331 -4.82171
H -2.16974 1.15879 -4.06203
H -2.39209 2.40697 -5.29904
H -2.34779 2.84362 -3.58349
H 2.40357 -1.19728 -1.81136
H 5.07088 -2.77914 1.14392
H 5.41517 -1.07631 0.91599
H 4.23476 -2.88952 -1.25213
H 5.93894 -2.43794 -1.11188
H 4.72888 -1.20342 -1.45689
H 0.55969 -2.30050 3.83300
H -3.54337 -2.50510 -0.93574
H 1.35107 0.40500 -3.64100
H -3.10482 -3.53982 -2.92422
H -2.48198 -3.14214 -4.51588
H -4.75541 -1.64296 -3.10362
H -4.96133 -2.80667 -4.42363
H -4.13299 -1.26546 -4.70520
H 0.06600 -0.42782 -5.38078
H -1.25135 -1.54715 -5.66980
H 1.43291 -2.27524 -4.37761
H 0.95502 -2.66461 -6.03784
H 0.11132 -3.40301 -4.66504
H -3.16732 -3.60372 4.40258
H -1.73909 -2.73636 4.93548
H -1.72467 -5.42725 3.46180
H -1.40282 -5.19400 5.18703
H -0.28175 -4.55865 3.97500
H -4.89555 -3.05713 1.03573
H -4.64281 -3.69237 2.65100
H -3.45077 -4.91002 0.09862
H -4.86613 -5.53448 0.95916
H -3.27068 -5.56469 1.72466
H 4.24383 -3.15574 3.05681
H 2.63310 -3.37536 3.71884
H 4.42445 -0.95096 4.27085
H 4.16629 -2.30086 5.39252
H 2.82830 -1.22402 4.96530
S -4.26180 1.33885 2.57867
C -3.05029 2.47833 2.33531
S -1.71426 2.69482 3.40896
C -3.04219 3.27839 1.12972
C -4.10803 3.30484 0.17896
N -4.95557 3.39298 -0.60165
C -1.93395 4.05056 0.81540
N -0.99056 4.69204 0.56084
C 1.57426 6.16484 0.06324
Te 1.43317 4.16306 0.74267
C 3.54810 3.99401 0.43045
H 2.18792 6.67409 0.80756
H 0.58036 6.59941 0.03801
H 2.06245 6.22191 -0.90494
H 3.81958 4.38865 -0.54948
H 3.78708 2.93625 0.49342
H 4.07418 4.54219 1.21220
C 0.92304 2.36545 5.83860
C 1.22327 1.23717 4.84489
C 1.90770 1.75340 3.65492
N 2.43730 2.19116 2.73385
H 0.35578 1.96840 6.67908
H 0.31679 3.12968 5.35495
H 1.84566 2.81573 6.20844
H 0.28809 0.78502 4.50558
H 1.84610 0.46567 5.29878

Forces on atoms 1 to 6 (eV/Å):
-0.2 0.1 0.2
-0.1 0.0 0.0
0.3 -0.1 -0.1
0.2 0.3 0.1
0.0 -0.2 -0.1
-0.2 -0.1 0.1

**Orbital gap**: 0.171 hartree
**Lowest unoccupied orbital energy**: 1.118 eV
**Charge**: -1
**E_tot**: -91643.9046 eV
**HOMO energy**: -3.54 eV

No. 2
# C45H56As3ClF5N4OSi2Tl

A molecular structure, C45H56As3ClF5N4OSi2Tl (ωB97M-V/def2-TZVPD, the OMol25 dataset).

Element x y z (Å)
Tl -0.64779 2.11557 -2.55858
C -0.28233 1.10569 2.55816
C -1.65376 1.06866 1.84947
As -2.37014 2.81110 1.14885
C -4.13340 2.13381 0.52852
C -4.54898 0.81362 0.70593
C -5.78437 0.44946 0.16175
C -6.58261 1.26792 -0.60720
C -6.16804 2.58338 -0.75825
C -4.93696 3.02131 -0.17429
C -2.73503 3.64404 2.95601
C -2.61487 3.03878 4.18610
C -2.80357 3.79159 5.32075
C -3.15859 5.14019 5.32369
C -3.21294 5.77056 4.09892
C -2.93618 5.02833 2.93633
As 1.10697 2.04645 1.55555
C 2.67692 1.97507 2.84527
C 2.63821 1.36258 4.08713
C 3.68949 1.46693 4.99417
C 4.88717 2.08466 4.61440
C 4.95449 2.65516 3.34972
C 3.90129 2.59129 2.43250
C 0.74441 3.93056 1.95244
C 0.70810 4.51453 3.22158
C 0.61305 5.89627 3.38583
C 0.57543 6.68645 2.24047
C 0.65176 6.06637 0.99545
C 0.71797 4.74231 0.84969
H -0.01276 0.08031 2.65602
H -0.32345 1.68661 3.47831
H -2.49069 0.65635 2.46807
H -1.68251 0.35304 1.00013
H -4.01183 0.04425 1.23464
H -6.16560 -0.57898 0.30509
H -7.53874 0.90035 -1.03291
H -6.86911 3.30516 -1.10551
H -4.55894 4.05631 -0.26156
H -2.52051 1.94864 4.30746
H -2.69208 3.29334 6.24279
H -3.34790 5.70917 6.20375
H -3.36739 6.79802 3.98387
H -3.01759 5.60366 1.96411
H 1.75313 0.88469 4.41235
H 3.58704 1.13577 6.06666
H 5.83001 2.12877 5.19319
H 5.85675 3.11529 2.98236
H 3.98583 2.98418 1.45925
H 0.81069 3.94192 4.09124
H 0.61019 6.35624 4.31586
H 0.56851 7.77832 2.22602
H 0.73442 6.64596 0.08428
H 0.68610 4.35169 -0.12763
O -1.28385 -3.14748 3.17066
C 0.06373 -2.83385 3.49329
C 0.88135 -2.51753 2.23076
C 2.12466 -3.00323 1.99753
C 2.76405 -2.69309 0.76332
C 2.15590 -1.82799 -0.11012
C 0.86514 -1.43626 0.22401
N 0.19894 -1.77374 1.33969
H -1.52418 -2.55662 2.45343
H 0.49275 -3.67249 4.05608
H 0.12073 -1.96378 4.17705
H 2.63310 -3.63928 2.70651
H 3.63369 -3.27614 0.39977
H 2.60876 -1.60063 -1.05113
H 0.24760 -0.78498 -0.46934
N -3.89712 -1.32115 -3.02403
C -3.52184 -2.24696 -2.08089
C -2.75934 -1.89989 -0.94751
N -2.68163 -2.60017 0.17110
C -3.18774 -3.82201 0.06576
C -3.81598 -4.27151 -1.10209
N -4.00944 -3.53620 -2.14367
H -3.45619 -0.41127 -2.99946
H -4.06934 -1.71037 -3.94531
H -2.31945 -0.87524 -0.91446
H -3.16561 -4.47171 0.95566
H -4.18832 -5.32731 -1.05789
F 2.04065 3.23595 -3.23179
C 0.86424 3.58326 -3.80045
F 0.70957 5.01516 -3.52158
C 1.11680 3.58706 -5.34933
F 1.39103 2.31153 -5.79801
F 2.15218 4.33693 -5.73713
F 0.00517 4.10801 -5.98955
C 5.59423 -7.12535 -1.91668
Si 3.98550 -6.20864 -2.45052
C 2.75769 -6.31416 -0.93922
C 3.07058 -7.16805 -3.76908
As 4.65390 -4.14604 -3.25541
Si 2.67246 -3.34353 -3.97370
C 2.23584 -3.66302 -5.80203
C 2.80288 -1.52552 -3.87895
C 1.10314 -3.80734 -2.96480
H 5.53550 -8.18792 -1.93100
H 5.81941 -6.78117 -0.91190
H 6.39583 -6.84388 -2.48925
H 2.28062 -7.29552 -0.86310
H 1.94689 -5.60007 -1.11914
H 3.11162 -6.09932 0.08256
H 2.75810 -8.12730 -3.29357
H 3.75987 -7.38433 -4.62823
H 2.18017 -6.67322 -4.16403
H 3.14714 -3.43984 -6.31901
H 1.42910 -2.89517 -6.02036
H 1.81219 -4.62612 -5.98025
H 2.75886 -1.02209 -4.83613
H 3.72943 -1.17014 -3.40120
H 2.04187 -1.12810 -3.15058
H 0.84207 -4.87976 -3.10327
H 0.26543 -3.25772 -3.30956
H 1.22017 -3.57721 -1.91312
Cl -3.62867 1.90083 -4.43809
C -2.69212 3.07970 -3.50402
H -3.45288 3.51258 -2.84205
H -2.44609 3.85863 -4.19338

Forces on atoms 1 to 6 (eV/Å):
-0.6 -0.2 0.1
-1.0 1.2 -0.3
-1.0 -0.1 -0.4
0.2 -0.5 0.6
0.6 -0.2 0.5
-1.3 0.3 -0.6

**Orbital gap**: 0.174 hartree
**Lowest unoccupied orbital energy**: 3.515 eV
**Charge**: -2
**E_tot**: -284655.3122 eV
**HOMO energy**: -1.22 eV

No. 3
# C45H56BrHgN4O2

A molecular structure, C45H56BrHgN4O2 (ωB97M-V/def2-TZVPD, the OMol25 dataset).

Element x y z (Å)
Hg -0.08162 -0.04899 0.11767
C 1.94958 -3.45669 2.72364
C 0.98940 -3.06127 1.60025
C -0.46101 -3.26491 2.04782
C 1.21715 -3.80242 0.30034
C 1.49282 -5.15616 0.35606
C 1.67090 -5.92377 -0.78775
C 1.47320 -5.30599 -2.00906
C 1.16990 -3.95471 -2.13060
C 0.70853 -3.54063 -3.52990
C -0.38200 -2.47185 -3.56887
C 1.81863 -3.23327 -4.54410
C 1.13022 -3.13444 -0.95765
N 1.01740 -1.76948 -1.01954
C 1.74331 -1.15316 -1.99793
C 1.63009 0.22352 -2.30141
C 2.30560 0.98077 -3.26705
C 1.88871 2.31666 -3.08544
C 0.99240 2.32729 -2.02587
N 0.81604 1.05438 -1.56882
C 0.32606 3.50110 -1.34855
C 0.58934 4.78309 -2.13988
C 0.89876 3.67014 0.06641
C -1.18729 3.28952 -1.24922
H 1.88524 -2.73463 3.53865
H 2.97868 -3.47364 2.36722
H 1.71420 -4.44365 3.12875
H 1.15084 -1.99319 1.41484
H -0.66718 -4.33259 2.16515
H -1.15715 -2.86152 1.31031
H -0.65124 -2.77655 3.00473
H 1.58512 -5.63017 1.32494
H 1.91147 -6.97721 -0.72407
H 1.51015 -5.90507 -2.91692
H 0.23056 -4.45633 -3.90418
H 0.03035 -1.46349 -3.55252
H -1.05957 -2.56572 -2.72005
H -0.96288 -2.59010 -4.48728
H 2.23852 -2.24229 -4.39408
H 1.41332 -3.26885 -5.55919
H 2.62325 -3.96684 -4.47319
H 2.53310 -1.71582 -2.48004
H 3.02510 0.60825 -3.97781
H 2.21303 3.17252 -3.65743
H 1.65903 4.97761 -2.22301
H 0.12510 5.63487 -1.63586
H 0.17595 4.71079 -3.14661
H 1.97398 3.85150 0.01956
H 0.74741 2.77194 0.66619
H 0.42388 4.51338 0.57700
H -1.62578 3.14710 -2.23801
H -1.66212 4.15590 -0.77878
H -1.42845 2.41174 -0.65270
C -6.83507 0.64912 -1.08510
C -5.35970 0.43205 -1.31364
C -4.85341 0.33621 -2.59822
C -3.48715 0.10670 -2.76778
C -2.89744 0.01655 -4.14976
C -2.66410 -0.01781 -1.66928
C -3.12113 0.13306 -0.33590
C -4.51932 0.33538 -0.21424
N -2.21645 0.09604 0.68491
C -2.61990 0.33319 2.07948
C -3.18116 1.75864 2.30385
C -3.55542 1.97467 3.77324
C -4.56992 0.91167 4.20804
C -3.95460 -0.48493 4.07420
C -2.69339 -0.57434 4.93355
C -1.69145 0.47501 4.45261
C -2.30153 1.86335 4.64059
C -1.37518 0.25705 2.97307
C -3.59151 -0.74598 2.60947
H -7.35627 0.82187 -2.02746
H -7.01267 1.50959 -0.43641
H -7.28987 -0.22044 -0.60384
H -5.50528 0.43917 -3.45882
H -3.63235 0.29592 -4.90621
H -2.55502 -0.99488 -4.36441
H -2.03224 0.67385 -4.24501
H -1.60417 -0.17743 -1.84533
H -4.98317 0.43805 0.74952
H -4.03963 1.96637 1.66919
H -2.39789 2.46420 2.00824
H -3.99863 2.97106 3.89154
H -5.46962 0.97979 3.58674
H -4.87495 1.08989 5.24542
H -4.68050 -1.23760 4.40558
H -2.26089 -1.57519 4.85089
H -2.93824 -0.40696 5.98984
H -0.75868 0.39819 5.01914
H -1.57819 2.63003 4.35202
H -2.55412 2.02408 5.69610
H -0.89960 -0.71590 2.84001
H -0.64959 1.00381 2.65446
H -4.49896 -0.80373 2.01243
H -3.09174 -1.71359 2.51183
Br 7.04411 -2.63393 2.30184
C 5.69131 -1.53874 1.51285
C 5.81044 -1.17000 0.18452
N 4.90519 -0.40552 -0.41905
C 3.84161 -0.01048 0.28283
C 3.65438 -0.32487 1.62542
C 4.61808 -1.10534 2.26026
C 2.46963 0.18880 2.44209
O 2.58976 0.14625 3.67159
O 1.46123 0.60933 1.80157
H 6.65944 -1.49797 -0.40722
H 3.11327 0.59393 -0.24191
H 4.50023 -1.33700 3.30978

Forces on atoms 1 to 6 (eV/Å):
-0.5 -0.2 -0.1
0.0 0.0 0.0
0.0 0.2 0.0
0.0 0.0 0.0
0.1 0.0 0.1
0.0 0.0 0.0

**Orbital gap (spin up / spin down)**: 0.116 / 0.207 hartree
**Lowest unoccupied orbital energy (spin up / spin down)**: 3.932 / 3.932 eV
**Charge**: -2
**E_tot**: -131849.6770 eV
**<S²>**: 0.769
**Multiplicity**: 2
**HOMO energy (spin up / spin down)**: 0.78 / -1.71 eV

No. 4
# C45H56N5Ru

A molecular structure, C45H56N5Ru (ωB97M-V/def2-TZVPD, the OMol25 dataset).

Element x y z (Å)
Ru -0.23318 0.12228 -0.31083
C 0.79912 2.27869 -5.93799
C -0.55156 1.57076 -5.70681
C -0.54606 0.69327 -4.53807
C -0.47207 -0.69581 -4.54534
C -0.39160 -1.59735 -5.72540
C 0.87085 -2.41951 -5.84369
C -0.39200 -1.08616 -3.14201
C -0.41760 -2.40138 -2.72017
C -0.62489 -2.80106 -1.39337
C -0.77053 -4.16764 -1.00695
C -0.78212 -5.37574 -1.90622
C -2.18448 -5.77204 -2.38183
C -1.06911 -4.16069 0.36281
C -1.00643 -2.80924 0.80753
C -1.18485 -2.35769 2.12433
C -1.08407 -1.02787 2.51296
N -0.83124 0.04819 1.64718
C -0.89808 1.16708 2.49634
C -0.78280 2.51363 2.09062
C -0.65946 2.96489 0.78758
N -0.53877 2.12259 -0.31316
C -0.63501 2.97083 -1.41472
C -0.58350 2.50352 -2.76499
C -0.52094 1.15609 -3.18681
N -0.40417 0.06356 -2.30950
C -0.72415 4.33131 -1.02015
C -0.71123 4.33496 0.36252
C -0.82972 5.46936 1.32175
C 0.39462 5.74944 2.21140
C -0.78278 5.51814 -1.93563
C 0.56904 5.73343 -2.64159
C -1.09620 0.78191 3.87164
C -1.18009 -0.60367 3.86645
C -1.30539 -1.47244 5.10020
C -2.76477 -1.82983 5.45883
C -1.22995 1.71399 5.03842
C -2.46046 2.58598 4.98903
N -0.75478 -1.94320 -0.29905
C -1.41011 -5.34254 1.19157
C -2.84529 -5.31508 1.66528
H 0.71563 3.14791 -6.59330
H 1.56152 1.58658 -6.37251
H 1.21217 2.67606 -4.99453
H -0.87635 0.98565 -6.58841
H -1.29912 2.37751 -5.62250
H -0.47173 -0.92950 -6.63644
H -1.25052 -2.31120 -5.74324
H 1.77209 -1.75832 -5.87832
H 0.87391 -3.00264 -6.76733
H 0.96158 -3.11951 -4.99456
H -0.45636 -3.17454 -3.47725
H -0.26871 -6.22859 -1.36679
H -0.22343 -5.13927 -2.81934
H -2.64259 -6.52341 -1.74878
H -2.13633 -6.14260 -3.42103
H -2.82918 -4.87116 -2.40409
H -1.40809 -3.05270 2.93503
H -0.71014 3.23417 2.90052
H -0.66851 3.26010 -3.53569
H -1.73948 5.40361 1.98192
H -1.02875 6.36902 0.74171
H 0.64136 4.87948 2.84496
H 0.22847 6.59323 2.89195
H 1.29199 5.99562 1.58812
H -1.07533 6.37060 -1.31456
H -1.60709 5.37542 -2.68644
H 1.37334 5.79338 -1.90220
H 0.63546 6.67182 -3.26378
H 0.70574 4.86664 -3.30177
H -0.79670 -0.94204 5.90563
H -0.74735 -2.43277 4.92051
H -3.26253 -0.91754 5.80370
H -2.76227 -2.60377 6.21648
H -3.30354 -2.17439 4.56336
H -0.32519 2.35510 5.11018
H -1.29561 1.04435 5.94139
H -2.46813 3.16679 4.07334
H -2.45131 3.34071 5.81806
H -3.38108 2.01387 5.08446
H -0.73598 -5.27126 2.07720
H -1.18386 -6.25856 0.65001
H -3.03882 -4.40215 2.21520
H -3.06503 -6.15988 2.32866
H -3.55527 -5.33806 0.80756
C 3.53204 0.26102 3.31186
N 3.52530 -0.98436 2.61234
C 3.72016 -2.15225 3.49083
C 2.37277 -1.04725 1.71219
C 2.69156 -0.42331 0.39083
C 4.02906 -0.58521 -0.04371
C 4.55083 0.10898 -1.10694
C 3.70724 1.05569 -1.71311
C 2.37055 1.18347 -1.34207
C 1.77754 0.36079 -0.37251
H 2.59128 0.45439 3.86989
H 3.69228 1.08316 2.60911
H 4.35404 0.28545 4.06003
H 2.92803 -2.29118 4.21327
H 4.68341 -2.03144 4.04716
H 3.79098 -3.04193 2.85923
H 1.53388 -0.53612 2.22566
H 2.11882 -2.11770 1.55844
H 4.66663 -1.26764 0.51637
H 5.60305 0.03676 -1.41079
H 4.07382 1.72678 -2.47202
H 1.80370 1.95316 -1.84531

Forces on atoms 1 to 6 (eV/Å):
-0.2 -0.9 0.6
0.8 -0.4 -0.1
-0.3 1.0 -1.2
0.2 -1.7 0.0
0.4 1.6 1.2
-1.0 0.4 -1.1

**Orbital gap (spin up / spin down)**: 0.168 / 0.172 hartree
**Lowest unoccupied orbital energy (spin up / spin down)**: -0.064 / -2.426 eV
**Charge**: 0
**E_tot**: -57603.7882 eV
**<S²>**: 8.788
**Multiplicity**: 6
**HOMO energy (spin up / spin down)**: -4.64 / -7.12 eV

Listing max |F| for the structures above in their given order: 0.568 3.014 0.546 2.469 eV/Å.